(1)
11
Properties=species:S:1:pos:R:3:forces:R:3 method="wB97M-V/def2-TZVPD" smiles=CN1CC1 relative_energy_kcal_mol=38.7 e_homo_ev=-9.401 orbital_gap_ev=10.7 charge=0
C 1.3816 -0.0088 -0.0264 0.850 0.125 -0.889
N 0.0933 -0.0757 -0.7062 -0.088 0.720 0.813
C -0.9913 -0.7583 -0.0287 0.152 -0.601 -0.097
C -0.9757 0.7218 -0.0896 1.854 -0.671 3.107
H 1.7301 1.0686 -0.2057 -0.067 -1.601 0.714
H 1.2302 -0.2790 1.0661 0.691 0.465 -1.016
H 2.1293 -0.7263 -0.5743 -1.328 1.231 1.312
H -0.7743 -1.1032 1.0380 -0.512 -0.158 -1.711
H -1.5242 -1.3471 -0.7883 -0.272 -0.069 1.107
H -0.7984 1.1188 0.9876 0.043 -0.342 -1.915
H -1.5006 1.3893 -0.6724 -1.323 0.901 -1.426

***

(2)
11
Properties=species:S:1:pos:R:3:forces:R:3 method="wB97M-V/def2-TZVPD" smiles=NC1CC1 relative_energy_kcal_mol=53.8 e_homo_ev=-8.980 orbital_gap_ev=10.3 charge=0
N -0.3411 0.9950 -1.0972 2.155 -3.654 -1.903
C -0.5590 -0.0931 -0.1500 -1.908 -0.888 -1.224
C 0.1457 -0.0504 1.1231 -2.551 -0.362 3.424
C 0.7007 -0.8712 -0.0084 1.450 -1.782 2.107
H -0.0001 0.5700 -2.0289 -1.061 1.388 2.057
H -0.8342 1.8216 -1.2011 -1.574 1.265 0.194
H -1.4913 -0.7247 -0.0405 0.692 1.102 -0.877
H 0.4060 0.9091 1.4974 1.522 0.726 -0.426
H -0.4542 -0.4300 1.9949 0.587 -0.534 -1.101
H 1.0467 -2.0381 0.1270 -1.365 3.335 -0.661
H 1.3809 -0.0885 -0.2164 2.053 -0.597 -1.590

***

(3)
12
Properties=species:S:1:pos:R:3:forces:R:3 method="wB97M-V/def2-TZVPD" smiles="CN1CC1=[NH2+]" relative_energy_kcal_mol=51.4 e_homo_ev=-15.197 orbital_gap_ev=11.1 charge=+1
C -1.7755 -0.1960 0.1920 -0.302 -1.642 -1.168
N -0.4183 0.1777 0.0457 1.558 -2.500 0.509
C 0.3145 1.1706 -0.6086 1.673 1.968 -0.389
C 0.8368 -0.0990 -0.0186 2.498 -2.585 2.439
N 1.9361 -0.9555 0.4486 -2.837 3.260 -2.096
H -1.9902 -0.5066 1.1861 -0.325 0.385 1.006
H -2.3097 0.6580 -0.1978 -0.731 -0.220 0.218
H -1.9156 -1.1350 -0.3982 -0.276 0.937 0.029
H 0.3918 2.0750 0.0169 0.344 -0.089 -0.816
H 0.2619 1.2666 -1.7009 -0.028 0.030 0.409
H 2.8749 -0.5491 0.1464 -1.784 -1.342 0.765
H 1.7934 -1.9067 0.8883 0.209 1.798 -0.906

***

(4)
12
Properties=species:S:1:pos:R:3:forces:R:3 method="wB97M-V/def2-TZVPD" relative_energy_kcal_mol=132.1 e_homo_ev="-14.251 / -14.375" orbital_gap_ev="8.9 / 8.9" charge=+1
C 1.0225 -1.0098 -0.0141 -0.582 1.201 -0.318
C 0.9674 0.9958 0.0196 -0.306 -2.087 -1.831
C -0.1048 -0.0712 -0.2629 -0.719 0.545 -3.621
N 1.8774 -0.1265 0.3326 0.454 0.085 0.005
N -1.3767 -0.3115 0.5073 1.087 2.817 0.346
H 1.1650 -2.0366 -0.1733 0.171 -1.381 0.082
H 1.2455 1.4643 -0.9064 0.292 0.164 -0.437
H 0.8367 1.7359 0.6921 -0.467 2.193 2.710
H -0.6512 0.3215 -2.1456 0.779 -0.984 3.150
H -2.1957 0.1694 0.1362 0.160 0.520 -0.265
H -1.1842 0.1407 1.4639 -0.762 -1.842 -0.967
H -1.6020 -1.2721 0.3504 -0.108 -1.231 1.146

***

(5)
12
Properties=species:S:1:pos:R:3:forces:R:3 method="wB97M-V/def2-TZVPD" smiles="C[N+]1(N)C=C1" relative_energy_kcal_mol=118.3 e_homo_ev=-15.334 orbital_gap_ev=10.0 charge=+1
C 0.1429 1.0218 -0.6618 -0.763 2.001 -0.404
N 0.0791 -0.0817 0.2611 -0.492 -1.865 0.867
N 0.1778 -1.2359 -0.5838 -0.486 -1.174 0.247
C 0.4825 -0.0974 1.6893 -10.702 -1.271 -3.629
C -0.9371 -0.2512 1.3983 8.092 1.411 0.401
H 1.1458 1.3153 -0.9735 0.131 -0.265 0.492
H -0.3368 0.5995 -1.5202 -0.357 0.446 -0.631
H -0.4182 1.8821 -0.2823 0.305 -0.108 0.032
H -0.5186 -1.9357 -0.3050 0.215 0.397 0.048
H 1.0633 -1.6840 -0.4882 0.986 -0.177 0.103
H 1.3546 0.1019 2.1592 2.482 0.397 1.777
H -2.0102 -0.4484 1.2607 0.591 0.207 0.697

***

(6)
12
Properties=species:S:1:pos:R:3:forces:R:3 method="wB97M-V/def2-TZVPD" relative_energy_kcal_mol=80.0 e_homo_ev=-13.070 orbital_gap_ev=8.0 charge=+1
C 1.5906 -1.5936 0.0143 -0.775 0.372 -1.097
C -2.7093 -0.1342 -0.3445 -2.261 -1.597 -2.296
C 2.2271 0.7895 0.1353 1.168 3.340 -0.355
N 1.8557 -0.4983 -0.0840 0.488 -1.434 1.829
N -1.8537 -0.4090 0.5090 2.404 0.869 -0.232
H 1.0846 -2.4958 -0.1894 -0.103 -1.102 0.251
H -3.8429 -0.4649 -0.3205 1.975 1.192 0.290
H -2.3096 0.1444 -1.3656 -0.752 0.093 1.068
H 2.0265 1.2543 1.1221 -1.971 -0.405 -0.707
H 3.2615 0.9773 0.3588 1.420 -1.200 -0.910
H 2.0503 1.3053 -0.8270 -0.402 0.500 1.008
H -2.0882 -0.7021 1.4172 -1.191 -0.626 1.151

***

(7)
12
Properties=species:S:1:pos:R:3:forces:R:3 method="wB97M-V/def2-TZVPD" smiles="NC[N+]1=CC1" relative_energy_kcal_mol=51.0 e_homo_ev=-14.869 orbital_gap_ev=10.1 charge=+1
N -1.7327 0.5051 0.0362 -0.560 0.194 -0.051
C -0.9054 -0.6379 0.0239 -0.949 -0.583 0.043
N 0.4457 -0.1297 0.0674 1.280 1.152 -0.109
C 1.0739 0.9508 0.0171 0.084 -1.086 0.120
C 1.9126 -0.2652 0.0052 0.678 -0.254 0.034
H -2.0526 0.8297 -0.8658 -0.018 -0.170 0.026
H -2.4944 0.4833 0.6971 0.068 -0.046 0.008
H -0.9559 -1.2833 -0.8680 -0.013 0.192 0.202
H -1.0385 -1.2762 0.9079 -0.006 0.187 -0.230
H 0.9726 2.0153 -0.0088 -0.305 0.344 -0.020
H 2.3503 -0.6178 -0.9212 -0.117 0.069 -0.092
H 2.4244 -0.5743 0.9090 -0.142 0.001 0.069

***

(8)
12
Properties=species:S:1:pos:R:3:forces:R:3 method="wB97M-V/def2-TZVPD" smiles="CN1CC1=[NH2+]" relative_energy_kcal_mol=44.0 e_homo_ev=-15.080 orbital_gap_ev=11.6 charge=+1
C -1.6739 -0.6119 0.0373 -1.243 -0.358 -1.916
N -0.4477 0.0943 0.1175 3.658 1.908 0.215
C 0.2229 1.4100 0.0259 -0.088 0.880 2.730
C 0.8771 0.1237 0.0432 -4.246 -0.313 0.595
N 1.8762 -0.6675 0.0220 2.174 1.566 0.472
H -1.2539 -1.5723 -0.2030 -0.795 -1.263 0.835
H -2.3158 -0.4845 0.9641 0.855 -0.391 -1.343
H -2.2088 -0.4194 -0.9816 0.554 0.404 2.057
H 0.2720 2.1385 0.8870 -0.205 -1.166 -0.710
H 0.1246 1.8604 -0.8895 -0.080 1.295 -2.246
H 2.8151 -0.2848 0.2411 -0.841 -0.732 -0.624
H 1.7122 -1.5865 -0.2639 0.257 -1.831 -0.064

***

(9)
12
Properties=species:S:1:pos:R:3:forces:R:3 method="wB97M-V/def2-TZVPD" smiles="[NH3+]CC1=NC1" relative_energy_kcal_mol=80.5 e_homo_ev=-14.756 orbital_gap_ev=10.6 charge=+1
N -0.8904 -0.9157 1.2513 3.361 -1.683 1.047
C 0.2113 0.1030 1.0485 1.893 -1.845 -3.038
C 0.3513 0.2891 -0.7947 -0.129 -0.996 3.793
N -0.1486 -0.2843 -1.7846 0.344 -0.497 1.244
C 0.7765 0.9254 -1.9986 -1.244 2.505 -0.866
H -0.5208 -1.8955 1.0068 -0.989 1.724 0.014
H -1.6221 -0.6237 0.6784 -2.162 0.047 -1.150
H -1.1200 -0.9468 2.2514 -0.445 0.051 -0.318
H -0.0365 0.9667 1.6039 -0.420 1.257 -0.082
H 1.1440 -0.3367 1.5344 -1.012 0.642 -1.172
H 0.1210 1.7909 -2.2656 1.064 -0.451 -0.022
H 1.7344 0.9275 -2.5310 -0.262 -0.755 0.550

***

(10)
13
Properties=species:S:1:pos:R:3:forces:R:3 method="wB97M-V/def2-TZVPD" smiles="O[C@H]1C[NH+]=CN1" relative_energy_kcal_mol=21.6 e_homo_ev=-15.424 orbital_gap_ev=11.5 charge=+1
O 0.9058 1.6915 0.0600 -1.003 -0.576 0.328
C -0.2866 0.9295 0.1050 -0.498 0.588 -1.991
C -0.2585 -0.0523 -1.2082 1.772 1.247 1.954
N 0.5194 -1.2131 -0.5809 -1.233 -0.293 0.094
C 0.2034 -1.2290 0.6900 0.173 1.266 -0.919
N -0.3055 -0.0918 1.1026 0.043 -1.165 2.263
H 0.8247 2.5203 0.5495 -0.078 -0.097 0.010
H -1.2406 1.5206 0.3127 1.336 -0.436 -1.045
H -1.2748 -0.3081 -1.4314 -0.309 -0.564 -0.508
H 0.3362 0.3986 -1.9999 -0.392 -0.037 -0.020
H 0.8637 -2.1090 -0.9439 -0.410 0.895 -0.649
H 0.3270 -2.0892 1.2742 0.304 -0.913 1.056
H -0.6142 0.0319 2.0703 0.295 0.085 -0.573

***

(11)
13
Properties=species:S:1:pos:R:3:forces:R:3 method="wB97M-V/def2-TZVPD" relative_energy_kcal_mol=42.3 e_homo_ev=-14.154 orbital_gap_ev=10.3 charge=+1
C -1.4124 1.4636 0.0629 3.097 -1.090 -1.412
C -0.0163 1.4902 0.2441 -2.133 2.888 2.119
N 0.3722 0.1998 0.5082 -6.497 0.302 -3.980
C -0.5611 -0.6814 -0.0690 -0.554 5.123 0.808
N -1.6256 0.1620 -0.3684 1.560 -1.821 1.600
H -2.1902 2.1896 0.2005 0.002 0.250 -0.680
H 0.5794 2.4907 0.2902 -0.770 -2.503 0.603
H 1.2597 0.0135 0.6031 5.983 -2.069 0.759
H -0.4521 -1.7098 -0.2993 0.136 -0.596 -0.003
H -2.3738 -0.0810 -0.9814 -0.799 -0.546 0.136
H 2.6015 -2.5199 0.2817 2.409 -4.723 3.467
H 2.9683 -1.5964 -0.8207 0.414 -0.063 -0.276
O 2.2900 -1.8692 -0.2100 -2.849 4.848 -3.142

***

(12)
13
Properties=species:S:1:pos:R:3:forces:R:3 method="wB97M-V/def2-TZVPD" relative_energy_kcal_mol=53.6 e_homo_ev=-16.325 orbital_gap_ev=11.9 charge=+1
C 0.5768 -1.6628 -0.0267 -0.729 0.570 -0.075
C 0.8983 0.8171 -0.9803 -1.131 -0.123 1.303
C -1.1876 -0.3296 0.9271 -1.826 -0.244 -0.806
N 0.4512 2.0166 -0.5956 0.418 -0.914 -0.466
N -0.0069 -0.5034 0.0486 2.076 -0.563 0.767
O 1.6109 0.2797 -1.7130 0.171 0.270 -0.372
H 0.0977 -2.6089 0.4383 0.975 1.776 -0.595
H 1.5414 -1.7373 -0.6089 -1.313 0.019 0.486
H -1.3494 -1.2247 1.5032 0.686 -0.292 0.798
H -2.0236 -0.5343 0.2082 0.140 1.416 0.624
H -1.3249 0.5766 1.6467 0.693 -1.377 -1.893
H 0.0032 2.0628 0.3205 0.124 0.413 -0.703
H 0.7129 2.8483 -1.1681 -0.282 -0.951 0.932

***

(13)
14
Properties=species:S:1:pos:R:3:forces:R:3 method="wB97M-V/def2-TZVPD" relative_energy_kcal_mol=144.7 e_homo_ev="-14.437 / -14.438" orbital_gap_ev="9.1 / 9.2" charge=+1
C 0.0629 -0.1489 0.5254 -2.837 2.325 -1.654
C 0.2485 -0.3230 1.9408 0.893 -3.761 -0.396
C 0.3959 -0.3616 -1.8975 -0.291 -1.098 -1.002
N 0.7514 -0.4402 -0.4947 -1.161 0.395 0.894
N -1.4704 1.3665 0.0700 3.502 -3.871 0.390
O -1.6515 1.4532 -1.0634 -1.006 0.902 -1.203
O -1.7394 1.7670 1.1021 -1.399 1.634 1.712
H -0.4924 0.2381 2.4311 -0.714 0.647 1.125
H 1.2437 0.0488 2.0177 0.959 0.623 1.114
H 0.2992 -1.4847 2.3135 -0.365 2.819 -1.034
H 0.0715 0.6175 -2.1641 0.084 0.606 -0.189
H -0.4963 -1.0386 -1.9790 1.103 0.414 -0.653
H 1.3009 -0.6501 -2.5035 -1.264 0.094 0.621
H 1.4760 -1.0442 -0.2985 2.498 -1.729 0.275

***

(14)
14
Properties=species:S:1:pos:R:3:forces:R:3 method="wB97M-V/def2-TZVPD" relative_energy_kcal_mol=79.0 e_homo_ev=-14.037 orbital_gap_ev=9.5 charge=+1
C -1.2589 0.6854 -0.3102 0.605 -0.817 -0.151
N -0.0068 -0.0465 0.1151 -1.741 1.407 -0.103
C 1.1049 0.7829 0.1561 0.149 -0.823 -0.827
N 2.2453 0.2027 -0.0941 0.518 1.474 0.302
O 2.4929 -1.0135 -0.2042 0.349 -0.371 -0.174
C 0.1034 -1.3120 0.2756 -1.965 -4.541 0.565
O -0.9395 -2.1623 0.1648 0.075 1.965 -0.183
H -1.1674 0.9024 -1.3259 0.292 -0.779 -2.327
H -1.2853 1.7239 -0.0767 0.049 0.523 1.989
H -2.1588 0.1308 -0.1685 -0.367 -0.271 0.582
H 0.8519 1.8269 0.0466 0.909 0.082 0.303
H 3.0574 0.8068 -0.1776 0.264 0.478 -0.082
H 1.0000 -1.8536 0.5138 0.386 0.861 0.263
H -0.7800 -3.0957 0.4210 0.478 0.814 -0.157

***

(15)
15
Properties=species:S:1:pos:R:3:forces:R:3 method="wB97M-V/def2-TZVPD" relative_energy_kcal_mol=0.0 e_homo_ev=-3.445 orbital_gap_ev=6.8 charge=-1
C -1.2583 0.4454 -0.8764 -3.109 0.755 0.418
C -0.0831 -0.5582 -0.9457 -2.799 0.931 2.429
C 0.4159 -1.6240 1.3468 -2.234 0.747 -5.406
N -0.9572 1.6855 -0.3701 -0.869 -2.382 -1.281
N -0.2536 -1.6176 0.0730 1.767 -1.262 3.908
O -0.9786 -2.5733 -0.2710 -0.149 -0.239 -0.076
O -2.4080 0.1316 -1.2446 1.991 0.326 0.195
Se 2.2985 2.3720 0.2728 -0.177 -0.078 -0.202
H 0.7362 -0.0456 -0.5989 2.696 1.167 -0.424
H -0.2598 -0.9012 -1.9179 0.907 -1.212 -1.287
H 1.0411 -0.7819 1.5571 0.223 0.233 0.115
H 0.3532 -2.5607 1.8542 -0.213 -0.143 0.281
H -0.0423 1.6186 0.0329 0.846 1.866 0.764
H -1.6872 2.4065 -0.3530 0.990 -0.608 0.328
H 3.0832 2.0028 1.4408 0.128 -0.103 0.238

***

(16)
15
Properties=species:S:1:pos:R:3:forces:R:3 method="wB97M-V/def2-TZVPD" smiles=c1c[nH]cn1.P#[PH]P relative_energy_kcal_mol=45.0 e_homo_ev="-8.516 / -8.517" orbital_gap_ev="6.5 / 6.5" charge=0
C 2.9939 0.3590 0.6565 -3.015 0.984 0.757
C 2.4270 -0.3557 -0.3313 0.117 -0.472 -0.044
N 1.1142 0.0354 -0.3546 -0.014 -1.458 -1.566
C 0.9489 0.9216 0.5736 -2.170 1.891 2.062
N 1.9788 1.1493 1.2723 3.805 0.337 0.651
H 3.9361 0.3202 1.0559 2.101 -0.032 0.673
H 2.8347 -1.1583 -0.9020 -0.037 -0.169 -0.496
H 0.2940 -0.3385 -0.7935 0.256 -0.332 -0.828
H 0.0230 1.4195 0.8463 -0.162 -0.306 -0.551
P -0.9841 -0.9124 -2.3512 -1.595 -0.678 0.233
P -2.4294 -1.0506 -0.9823 -0.932 0.680 -0.748
P -3.0174 0.6680 0.3449 -1.226 -0.628 -0.775
H -3.8319 -1.4764 -1.2576 1.384 0.040 0.024
H -2.0931 0.4944 1.3571 0.209 -0.410 0.693
H -4.1946 -0.0754 0.8659 1.278 0.552 -0.084

***

(17)
13
Properties=species:S:1:pos:R:3:forces:R:3 method="wB97M-V/def2-TZVPD" smiles="S[C@@H]1C[NH+]=CN1" relative_energy_kcal_mol=45.8 e_homo_ev=-13.433 orbital_gap_ev=8.6 charge=+1
S 0.0909 0.7073 2.0691 -0.224 0.813 -1.256
C 0.6932 0.5622 0.1731 -0.632 4.123 3.068
C -0.5289 0.6846 -0.7724 4.183 -2.367 -2.342
N -0.9814 -0.7647 -0.7689 0.357 1.411 0.287
C -0.0486 -1.5035 -0.2876 4.023 2.095 1.042
N 1.2348 -0.7091 0.0819 -5.445 -3.281 -2.988
H -0.4338 1.9971 2.0729 0.539 -1.051 -0.165
H 1.4647 1.3662 0.1417 -0.822 -0.578 -0.609
H -1.3022 1.3328 -0.5383 -1.221 1.244 0.567
H -0.0462 0.8620 -1.8326 -1.397 -0.096 1.727
H -1.9521 -0.9097 -1.0935 1.013 -0.929 0.325
H 0.0942 -2.5389 -0.1147 -0.856 -1.025 -0.245
H 1.7154 -1.0864 0.8694 0.482 -0.360 0.591

***

(18)
13
Properties=species:S:1:pos:R:3:forces:R:3 method="wB97M-V/def2-TZVPD" relative_energy_kcal_mol=81.1 e_homo_ev=-13.264 orbital_gap_ev=8.8 charge=+1
C -1.3556 1.4186 0.1974 -0.409 0.135 0.198
C 0.0317 1.4552 -0.2339 0.569 -3.535 -0.547
C 0.1619 -0.7873 -0.5332 -1.047 3.370 0.360
N -2.1008 0.4026 0.2516 -0.537 0.667 0.426
N 1.1266 -1.4665 0.3800 0.293 -0.136 0.147
S -1.5376 -1.0995 -0.0922 0.734 -0.755 -0.531
H -1.7998 2.3508 0.5339 -0.041 0.189 -0.008
H 0.2344 1.7792 -1.2443 0.043 0.069 -0.138
H 0.7810 1.7327 0.4946 0.117 0.172 0.098
H 0.4250 -0.8819 -1.5764 0.264 -0.163 0.019
H 1.8295 -0.8092 0.7489 -0.209 -0.340 -0.093
H 1.6210 -2.2360 -0.0951 -0.090 0.187 0.230
H 0.5829 -1.8586 1.1686 0.312 0.140 -0.161